Entry 1:
The following is a quantum chemistry calculation of a molecular structure, C16H26Cl6N4O6 in a non-equilibrium geometry, from the Open Molecules 2025 dataset.

Structure (ORCA input):
```
! RIJCOSX wB97M-V def2-TZVPD def2/J DEFGRID3
* xyz 0 1
C 2.71 -2.71 1.49
C 3.34 -3.99 1.28
N 3.74 -5.11 1.10
H 2.35 -2.35 0.52
H 3.53 -2.05 1.77
H 1.93 -2.58 2.23
C 2.67 1.02 -1.24
C 3.23 -0.03 -0.36
N 3.67 -0.86 0.37
H 3.35 1.25 -2.06
H 2.37 1.92 -0.70
H 1.75 0.72 -1.74
C 0.44 -0.93 0.17
C 0.41 -2.33 -0.08
N 0.38 -3.44 -0.31
H 0.23 -0.65 1.21
H -0.30 -0.63 -0.56
H 1.46 -0.60 -0.02
C -1.52 2.04 -2.60
C -0.63 0.94 -2.27
N 0.08 0.09 -1.96
H -1.72 2.51 -1.63
H -2.43 1.70 -3.07
H -1.17 2.66 -3.42
C -1.50 2.24 -0.01
O -0.51 2.86 0.81
C 0.67 2.13 1.14
O 0.98 1.03 0.72
O 1.51 3.02 1.81
C 2.55 2.57 2.62
H -2.45 2.09 0.50
H -1.40 1.23 -0.41
H -1.76 2.87 -0.87
H 3.54 2.38 2.21
H 2.30 1.74 3.28
H 2.78 3.37 3.32
C -3.90 3.48 -0.47
O -3.65 2.33 -1.25
C -3.43 1.15 -0.59
O -3.51 0.99 0.62
O -3.06 0.20 -1.47
C -2.82 -1.16 -0.98
H -3.90 4.31 -1.17
H -3.03 3.58 0.18
H -4.80 3.20 0.07
H -2.20 -1.60 -1.77
H -3.64 -1.78 -0.65
H -2.08 -1.07 -0.18
C -1.07 -1.10 2.84
Cl -0.19 -2.51 2.60
Cl -2.41 -1.39 3.94
Cl -1.86 -0.65 1.33
H -0.41 -0.29 3.15
C 1.75 -4.32 -1.80
Cl 1.43 -3.87 -3.44
Cl 3.08 -3.29 -1.16
Cl 2.21 -5.98 -1.90
H 0.91 -4.33 -1.11
*
```

Its max |F| is 0.135 Eh/bohr. Its LUMO energy is 0.0 eV. As for the HOMO energy: -8.97 eV. As for the orbital gap: 8.95 eV.

=====

Entry 2:
The following is a quantum chemistry calculation of 3 unconnected molecules or ions with the total composition C5H12O2 in a non-equilibrium geometry, from the Open Molecules 2025 dataset.

Structure (ORCA input):
```
! RIJCOSX wB97M-V def2-TZVPD def2/J DEFGRID3
* xyz 1 2
C -1.94 1.19 -1.56
C -0.51 1.24 -1.07
C -0.18 1.76 0.15
C 1.73 0.04 -1.39
C 0.51 0.51 -1.79
H -2.33 0.20 -1.79
H -2.60 1.69 -0.85
H -1.93 1.71 -2.51
H -1.00 1.76 0.87
H 0.72 2.26 0.45
H 2.05 -0.48 -0.48
H 2.63 0.05 -2.02
H 0.33 0.40 -2.87
H -1.90 -1.90 0.09
H -0.49 -1.66 -0.35
O -1.29 -2.08 -0.64
H 1.67 -2.27 5.40
H 1.82 -1.87 4.02
O 1.72 -1.45 4.89
*
```

Its max |F| is 0.060 Eh/bohr. Its LUMO energy (alpha / beta) is -5.9 / -8.0 eV. As for the HOMO energy (alpha / beta): -13.90 / -13.90 eV. As for the orbital gap (alpha / beta): 7.98 / 5.86 eV.

=====

Entry 3:
The following is a quantum chemistry calculation of a molecular structure, C28H33BrN6O9Sr, from the Open Molecules 2025 dataset.

Structure (ORCA input):
```
! RIJCOSX wB97M-V def2-TZVPD def2/J DEFGRID3
* xyz 0 1
Sr -1.27 0.19 -0.06
O -2.25 -2.43 -2.38
C -1.73 -1.32 -2.44
O -0.58 -1.01 -1.96
C -2.53 -0.17 -3.11
C -1.65 1.06 -3.37
C -2.30 1.98 -4.41
C -3.43 2.63 -3.59
C -3.25 1.95 -2.23
O -1.81 1.82 -2.14
C -3.72 0.49 -2.29
C -4.07 -0.07 -0.88
O -4.79 -1.06 -0.82
O -3.57 0.57 0.12
H -2.92 -0.58 -4.03
H -0.61 0.83 -3.53
H -2.65 1.43 -5.28
H -1.58 2.73 -4.76
H -4.42 2.45 -4.00
H -3.29 3.71 -3.50
H -3.61 2.50 -1.37
H -4.63 0.39 -2.87
C -2.02 3.12 1.74
O -0.93 2.56 1.02
C 0.16 3.34 0.79
C 0.33 4.62 1.30
C 1.48 5.33 0.98
Br 1.68 7.08 1.67
C 2.46 4.80 0.18
C 2.31 3.50 -0.32
C 1.15 2.79 -0.04
O 0.91 1.53 -0.53
C 3.39 2.93 -1.14
N 4.22 3.64 -1.85
C 5.09 2.72 -2.41
C 6.18 2.92 -3.26
C 6.89 1.82 -3.66
C 6.54 0.52 -3.24
C 5.47 0.30 -2.41
C 4.75 1.42 -2.00
N 3.64 1.58 -1.20
H -2.36 4.05 1.26
H -1.74 3.32 2.78
H -2.82 2.38 1.69
H -0.42 5.06 1.94
H 3.36 5.35 -0.06
H 1.21 1.46 -1.45
H 6.44 3.92 -3.58
H 7.74 1.94 -4.32
H 7.13 -0.32 -3.59
H 5.19 -0.70 -2.09
H 3.22 0.88 -0.61
N -1.81 -2.27 0.69
C -0.53 -2.80 1.14
C -0.55 -4.29 1.53
C -1.76 -4.78 2.33
C -1.98 -4.08 3.67
N -0.73 -3.94 4.41
C -0.23 -4.77 5.28
N 0.98 -4.49 5.82
N -0.86 -5.89 5.70
C 0.15 -1.82 2.14
O 0.78 -2.30 3.13
O 0.10 -0.61 1.85
H -2.57 -2.39 1.36
H -2.10 -2.68 -0.20
H 0.13 -2.73 0.27
H 0.38 -4.53 2.04
H -0.55 -4.86 0.60
H -1.63 -5.86 2.50
H -2.67 -4.67 1.74
H -2.73 -4.60 4.27
H -2.36 -3.07 3.53
H -0.06 -3.24 3.94
H 1.49 -3.72 5.42
H 1.52 -5.23 6.23
H -1.81 -6.05 5.39
H -0.60 -6.29 6.58
*
```

Its max |F| is 0.019 Eh/bohr. Its LUMO energy is -0.3 eV. As for the HOMO energy: -7.95 eV. As for the orbital gap: 7.65 eV.